Molecular formula: C52H64N5O3P2STeTi
Method: DFT, ωB97M-V/def2-TZVPD

Structure (XYZ):
```
129
C52H64N5O3P2STeTi (ωB97M-V/def2-TZVPD)
Ti -0.51480 0.95368 0.09003
C 0.27298 7.72082 3.01267
C -0.43945 6.90507 1.94012
N 0.40345 5.86751 1.37647
C 0.31653 4.52947 1.78213
S -0.30088 4.17378 3.35863
N 0.78452 3.71717 0.88260
N 0.73168 2.34860 1.13865
C 1.72595 1.83268 1.82823
C 2.85383 2.68490 2.31514
C 1.60122 0.44903 2.12895
C 2.50044 -0.32212 2.89551
C 2.17587 -1.59505 3.27272
C 0.91928 -2.13319 2.88195
C 0.11977 -1.36780 2.07625
N 0.43193 -0.12874 1.66534
H -0.38697 8.49468 3.41856
H 0.57304 7.05627 3.82273
H 1.16616 8.20055 2.60461
H -1.34112 6.46022 2.36628
H -0.74798 7.55865 1.11839
H 0.51221 5.90742 0.37347
H 2.48051 3.40769 3.04422
H 3.63780 2.08948 2.77892
H 3.27503 3.24684 1.47861
H 3.44034 0.11152 3.20797
H 2.86536 -2.17876 3.87166
H 0.60154 -3.12569 3.17394
H -0.83287 -1.75064 1.72244
C -3.63498 -1.32671 2.57994
P -2.82823 0.30705 2.85619
C -4.28288 1.38961 2.53684
C -2.85670 0.31962 4.71182
C -1.88501 1.35093 5.30037
P -0.13310 0.77191 5.18016
C 0.67802 2.10404 6.15744
C -0.17633 -0.51059 6.52042
H -4.58728 -1.41209 3.11279
H -2.96954 -2.12529 2.91412
H -3.80331 -1.45326 1.50941
H -5.18727 1.00628 3.01988
H -4.44401 1.47274 1.46099
H -4.07118 2.39280 2.91192
H -2.57986 -0.68930 5.03709
H -3.87933 0.48715 5.06898
H -2.13243 1.57918 6.34428
H -1.92801 2.28738 4.73402
H 0.16593 2.28237 7.10911
H 0.68598 3.02007 5.56419
H 1.71231 1.81601 6.36032
H -0.62655 -0.12764 7.44312
H 0.84748 -0.82623 6.73323
H -0.72661 -1.39458 6.19451
O -2.22832 -0.02166 -0.21516
C -3.10152 0.06964 -1.17533
O -2.89008 0.25624 -2.35333
H -4.14254 -0.06818 -0.81412
C 2.15908 -9.14097 0.19555
C 1.68219 -7.73535 -0.05800
C 2.39161 -6.64094 0.39923
C 1.97453 -5.32814 0.15911
C 2.83850 -4.22163 0.71160
C 0.79337 -5.11200 -0.56180
Te 0.12810 -3.12173 -0.92648
N 0.62587 0.61425 -1.18970
C 1.76810 0.47638 -1.86903
O 2.38432 -0.58342 -2.02912
C 2.35678 1.71781 -2.51685
C 3.23821 1.54981 -3.58227
C 3.80105 2.64893 -4.21199
C 3.50276 3.93206 -3.76452
C 2.63753 4.10103 -2.69437
C 2.05329 3.00006 -2.07910
C 0.13269 -3.26267 -3.04972
C 1.34700 -3.41556 -3.73639
C 2.68433 -3.55731 -3.06152
C 1.34079 -3.39722 -5.12990
C 0.17892 -3.21136 -5.85962
C 0.20194 -3.15091 -7.36417
C -1.00913 -3.05724 -5.16320
C -1.05943 -3.08411 -3.77237
C -2.42026 -2.91798 -3.14468
C 0.05649 -6.21621 -1.03087
C -1.21511 -6.04553 -1.81587
C 0.51321 -7.50212 -0.77554
H 3.01529 -9.14911 0.87065
H 2.46133 -9.62855 -0.73457
H 1.37065 -9.75124 0.64139
H 3.30991 -6.79727 0.95864
H 3.89379 -4.47360 0.58471
H 2.65347 -4.08698 1.77929
H 2.64890 -3.25845 0.23935
H 3.46752 0.54048 -3.89873
H 4.47348 2.50808 -5.05119
H 3.94234 4.79540 -4.25209
H 2.39606 5.09546 -2.33717
H 1.37191 3.15123 -1.25141
H 2.60688 -3.96184 -2.05825
H 3.14380 -2.57176 -2.96451
H 3.33527 -4.21061 -3.64725
H 2.28584 -3.51219 -5.65313
H 1.19132 -3.39595 -7.75209
H -0.05816 -2.15052 -7.71716
H -0.51708 -3.84832 -7.80014
H -1.93339 -2.89869 -5.71226
H -2.90898 -2.02384 -3.53195
H -2.37459 -2.81364 -2.06450
H -3.04479 -3.78684 -3.37559
H -1.88869 -5.34445 -1.32074
H -1.72189 -7.00431 -1.93851
H -1.01162 -5.63179 -2.80689
H -0.06266 -8.34700 -1.14346
C -1.70665 4.79925 -4.22509
C -1.06201 3.54746 -4.11560
C -1.04048 2.88586 -2.92043
C -1.65118 3.42614 -1.75769
C -1.59560 2.74933 -0.49527
C -2.29212 3.32219 0.54518
C -2.99411 4.54124 0.42463
C -3.00425 5.21195 -0.76439
C -2.33077 4.67012 -1.88675
C -2.32959 5.34154 -3.13767
H -1.71220 5.32423 -5.17445
H -0.57473 3.11383 -4.98138
H -0.55816 1.92328 -2.82673
H -2.24219 2.87616 1.53325
H -3.49651 4.95562 1.29322
H -3.52137 6.16151 -0.86831
H -2.84071 6.29707 -3.21381
```

Properties
Frontier orbital gap (alpha / beta)   0.1496 / 0.2129 hartree
Spin multiplicity   2
<S²>   0.768
Net charge   -2
LUMO (alpha / beta)   3.57 / 3.57 eV
Relative energy (zero: lowest compared OMol25 entry of this formula, charge and spin)   8.2 kcal per mole

Molecular formula: C52H67F10IN6O37P3
Method: DFT, ωB97M-V/def2-TZVPD

Structure (XYZ):
```
176
C52H67F10IN6O37P3 (ωB97M-V/def2-TZVPD)
C 5.22630 -0.96837 1.31852
C 4.03340 -0.45681 1.48816
N 2.69797 0.02680 1.72913
C 1.84965 0.24850 0.54583
N 0.74728 -0.52820 0.45350
I 0.30682 -2.00940 1.85412
C -0.24348 -0.33732 -0.65288
P -0.72701 -1.96081 -1.55884
O -1.93106 -2.56624 -0.76634
O 0.52611 -3.12201 -1.59376
O -1.36967 -1.60084 -3.13171
N 2.20064 1.33718 -0.36968
C 3.07077 1.00512 -1.48182
C 2.51746 -0.22443 -2.43692
C 1.56738 0.32691 -3.61733
O 1.05860 1.69222 -3.34232
C 2.24437 2.67079 0.28567
C 0.61633 2.97336 0.45716
C 0.16140 4.47851 0.15789
C -0.68026 4.74660 -1.22856
N 0.32893 5.54582 0.92748
P 2.79970 4.13234 -0.81041
O 4.22625 4.02588 -1.39918
C 2.99530 2.66041 1.76467
C 2.55802 3.87181 2.73642
N 1.32197 3.75285 3.52566
P 4.90447 2.87560 1.62000
N 5.34379 4.42313 1.37810
O 5.63079 2.01678 0.34480
O 5.74518 2.44811 3.06722
C 2.56141 1.27786 2.53654
C 3.08188 1.12934 4.04730
C 1.84016 0.83016 5.08998
C 1.32334 -0.68803 5.04045
C 2.22583 -1.97556 4.90971
C 1.50585 -3.40492 4.92544
C -0.06363 -3.57582 5.07835
C -0.97106 -2.29104 5.19232
C -0.26053 -0.89064 5.17861
H 6.31996 -1.29036 1.10988
H 0.02094 0.49473 -1.40416
H -1.23450 0.01016 -0.14084
H 0.38505 -3.60565 -2.46126
H -1.81390 -0.70737 -3.11857
H 3.36060 1.79434 -2.25230
H 4.07388 0.55768 -1.08010
H 2.09941 -1.10500 -1.83391
H 3.48308 -0.62512 -2.95663
H 2.16108 0.43235 -4.61742
H 0.64702 -0.32150 -3.85134
H 1.05594 2.22991 -4.16869
H 0.20923 2.66749 1.48224
H 0.01694 2.32722 -0.30926
H -0.75075 3.79368 -1.87790
H -0.02160 5.49863 -1.82508
H -1.68286 5.27316 -1.04521
H -0.10394 6.38384 0.47779
H 2.77253 5.39953 -0.09314
H 1.91424 4.15039 -1.96897
H 3.43569 3.98739 3.50065
H 2.54463 4.90326 2.18588
H 0.46780 4.09662 3.05955
H 1.40373 4.32659 4.39355
H 4.50357 5.01227 1.30446
H 6.57640 1.85177 0.58110
H 6.56590 3.01529 3.05583
H 1.39633 1.35912 2.65127
H 3.63271 2.03183 4.48639
H 3.79888 0.21938 4.16847
H 2.29232 1.01141 6.14889
H 0.95792 1.54462 4.91780
H 3.36828 -1.86178 4.80718
H 2.14555 -4.35896 4.83548
H -0.58599 -4.59916 5.12419
H -2.11439 -2.30673 5.32040
H -0.92707 0.06015 5.26997
C -3.76438 3.82999 -5.09365
C -3.24662 4.57559 -3.90819
O -3.49735 3.69646 -2.83316
C -3.44443 2.44671 -3.37438
O -3.33973 1.43519 -2.72886
O -3.51594 2.48058 -4.73611
F -3.95181 5.71228 -3.70381
H -4.83816 3.97294 -5.24740
H -3.24031 4.09613 -6.01333
H -2.17742 4.80424 -3.95454
C 4.40460 -1.37065 9.45019
C 4.92195 -2.22368 8.33848
O 4.45907 -1.56161 7.17972
C 4.37973 -0.24612 7.52398
O 4.28462 0.65421 6.73200
O 4.42872 -0.07340 8.87460
F 4.37021 -3.45877 8.37683
H 3.37852 -1.62287 9.73402
H 5.03594 -1.41756 10.33934
H 6.01262 -2.30550 8.30444
C -1.54802 -0.58288 -7.94726
C -0.09982 -0.85235 -7.70290
O 0.42553 0.42867 -7.41901
C -0.60584 1.12477 -6.86469
O -0.47542 2.15175 -6.25167
O -1.80343 0.51322 -7.08158
F 0.50122 -1.32539 -8.81950
H -1.75467 -0.28639 -8.97862
H -2.17824 -1.43645 -7.69568
H 0.09698 -1.52524 -6.86247
C -2.29996 -2.85231 10.51905
C -2.57551 -3.18444 9.08869
O -2.03210 -2.08503 8.38857
C -1.00876 -1.63297 9.16843
O -0.14712 -0.88981 8.78553
O -1.07934 -2.13434 10.43490
F -3.90912 -3.22981 8.84887
H -3.06915 -2.21090 10.95948
H -2.18911 -3.74342 11.13956
H -2.10440 -4.10971 8.74309
C -5.92268 -1.33081 -7.02307
C -6.73025 -1.84343 -8.17069
O -6.06419 -1.31353 -9.29858
C -4.76133 -1.19258 -8.92445
O -3.85060 -1.03321 -9.69328
O -4.61359 -1.28163 -7.57063
F -7.98643 -1.34459 -8.14024
H -6.22342 -0.32652 -6.71006
H -5.96162 -1.99429 -6.15719
H -6.76593 -2.93466 -8.24387
C -7.61287 -4.70502 7.02035
C -7.07975 -3.90003 8.16058
O -7.39109 -4.68816 9.28961
C -7.38926 -5.97568 8.84155
O -7.34517 -6.93785 9.55659
O -7.43575 -6.03589 7.47844
F -7.73369 -2.71897 8.26784
H -8.67566 -4.52277 6.83526
H -7.06111 -4.53198 6.09445
H -6.00052 -3.72475 8.12106
C -7.28596 3.04712 -2.68172
C -8.35000 2.09530 -2.24192
O -9.08500 1.86164 -3.42472
C -8.19075 2.01706 -4.44123
O -8.37432 1.63822 -5.56481
O -7.05524 2.65080 -4.02307
F -9.17008 2.67111 -1.33284
H -7.61724 4.08965 -2.66337
H -6.37613 2.95759 -2.08480
H -7.97082 1.14617 -1.85096
C 5.53044 6.01591 -3.41209
C 5.23426 5.65202 -4.83010
O 5.76961 6.73374 -5.56227
C 6.80482 7.20248 -4.80787
O 7.66106 7.93504 -5.22006
O 6.75143 6.72998 -3.52911
F 3.89705 5.60371 -5.05049
H 4.76857 6.66876 -2.97556
H 5.64796 5.13910 -2.77344
H 5.69876 4.71813 -5.16099
C 0.98917 -2.39671 -11.85959
C 1.70241 -2.30134 -13.16892
O 2.91370 -2.98640 -12.92915
C 2.62026 -3.91492 -11.97523
O 3.31908 -4.85371 -11.71081
O 1.42979 -3.64999 -11.36220
F 1.98996 -1.01370 -13.47218
H 1.28042 -1.60668 -11.16146
H -0.09629 -2.38006 -11.97493
H 1.17356 -2.77010 -14.00435
C 2.85003 -8.24777 6.04816
C 2.17212 -7.97345 4.74533
O 0.92380 -7.43969 5.13515
C 1.15065 -6.83011 6.33260
O 0.40044 -6.04121 6.84014
O 2.33710 -7.21916 6.88076
F 1.95413 -9.11975 4.06089
H 2.58135 -9.22191 6.46720
H 3.93723 -8.18635 5.97285
H 2.69658 -7.25477 4.10801
```

Properties
Frontier orbital gap   0.2370 hartree
Net charge   +1
LUMO   -3.98 eV

Molecular formula: C52H70B3F3IN9O9P
Method: DFT, ωB97M-V/def2-TZVPD

Structure (XYZ):
```
148
C52H70B3F3IN9O9P (ωB97M-V/def2-TZVPD)
C 0.92220 4.49956 -3.14464
O 0.87556 4.89086 -4.56425
C 1.07329 3.69983 -5.42835
C -0.35337 3.13063 -6.00495
C -0.61428 1.51884 -5.65146
C -1.65919 1.28275 -4.41016
C -0.96744 0.59765 -3.06920
C -0.09953 -0.75676 -3.37773
C 0.53611 -1.49587 -2.05993
C 2.18817 -1.41458 -1.96489
B 2.41055 0.23697 -1.77653
O 2.40485 1.21205 -2.88818
N 2.65507 0.77902 -0.37999
C 3.32624 2.14125 -0.39020
C 1.41368 0.78620 0.48104
O 2.82925 -1.89361 -0.69464
B 4.17034 -2.48762 -0.84149
O 5.38159 -1.69166 -0.57307
B 5.36790 -1.05609 0.75510
O 4.98369 -1.66854 2.03906
O 5.85876 0.36600 0.81512
P 4.29248 -4.22253 0.04944
O 5.56006 -5.04233 -0.87795
I 2.15783 -5.43295 -0.03007
O 4.25675 -2.64896 -2.33623
C 3.05471 -2.19787 -3.11352
C 3.78915 -1.32498 -4.31632
O 5.02592 -0.65930 -3.85886
C 5.64470 0.14694 -4.92196
F 4.98510 1.49349 -5.10238
F 5.69654 -0.52997 -6.25133
F 7.05118 0.47855 -4.47993
C 2.52721 -3.62259 -3.73034
C 1.29018 -3.50731 -4.79862
C 1.35827 -2.90843 -6.32239
N 0.05128 -4.00539 -4.38292
H 2.02691 4.33892 -2.73477
H 0.42637 5.40036 -2.53923
H 0.30224 3.53754 -2.88998
H 1.88380 3.91367 -6.26490
H 1.52768 2.86456 -4.72006
H -1.21791 3.81424 -5.60413
H -0.34120 3.24732 -7.18768
H -1.12132 1.06191 -6.62903
H 0.45495 1.06392 -5.48871
H -2.52885 0.58193 -4.82828
H -2.14581 2.30026 -4.09017
H -1.87960 0.28143 -2.36992
H -0.37313 1.41742 -2.43902
H -0.85752 -1.53595 -3.87107
H 0.77419 -0.62586 -4.15079
H -0.01220 -1.04899 -1.11965
H 0.27761 -2.66130 -2.05925
H 3.35610 1.50690 -3.11888
H 4.22317 2.17057 -1.16388
H 2.59385 3.02394 -0.71638
H 3.76122 2.32766 0.70586
H 0.94387 -0.27729 0.68029
H 1.75650 1.18384 1.55326
H 0.62312 1.56033 0.07136
H 5.78066 -2.04131 2.53902
H 6.42769 0.50989 -0.02156
H 6.40882 -4.64793 -0.46660
H 3.97325 -2.10311 -5.19974
H 3.01817 -0.54025 -4.71886
H 2.22969 -4.43079 -2.93397
H 3.44840 -4.08435 -4.33150
H 1.42363 -3.80536 -7.07904
H 2.22775 -2.14387 -6.51032
H 0.31802 -2.37162 -6.54711
H -0.63973 -3.86633 -5.16032
N 8.58156 -1.92051 3.71882
C 9.59642 -2.25342 2.89143
C 10.61048 -1.38242 2.52648
C 10.58242 -0.08886 3.03678
C 9.54904 0.28450 3.88992
C 8.58210 -0.65832 4.19981
H 9.57231 -3.27266 2.51695
H 11.40262 -1.70466 1.86020
H 11.35941 0.62242 2.77216
H 9.49838 1.28516 4.30391
H 7.75728 -0.41639 4.86422
N 4.02403 2.63767 4.39805
C 5.03888 2.30476 3.57065
C 6.05294 3.17576 3.20571
C 6.02488 4.46932 3.71601
C 4.99150 4.84268 4.56915
C 4.02457 3.89986 4.87904
H 5.01477 1.28552 3.19617
H 6.84508 2.85352 2.53942
H 6.80187 5.18060 3.45139
H 4.94084 5.84334 4.98314
H 3.19974 4.14179 5.54345
N -5.01186 1.51159 -4.39585
C -5.85350 0.63944 -4.99280
C -6.86840 -0.02997 -4.32796
C -7.02988 0.20458 -2.96656
C -6.17745 1.09595 -2.32317
C -5.19427 1.72023 -3.07386
H -5.68507 0.48768 -6.05500
H -7.51686 -0.71782 -4.85863
H -7.81357 -0.30274 -2.41148
H -6.27687 1.29997 -1.26310
H -4.50654 2.42710 -2.61814
N -7.33862 0.53471 0.90221
C -8.58827 0.46099 0.39398
C -9.50270 -0.52220 0.73649
C -9.11302 -1.49284 1.65327
C -7.83175 -1.44479 2.19285
C -6.98958 -0.42040 1.79125
H -8.84382 1.23887 -0.31964
H -10.49444 -0.53118 0.29873
H -9.80200 -2.28010 1.94513
H -7.49750 -2.18667 2.90921
H -5.98104 -0.33765 2.18662
N -8.22945 -4.16303 4.26818
C -8.72354 -5.25775 3.64948
C -9.16741 -6.38684 4.31902
C -9.09784 -6.39822 5.70810
C -8.59199 -5.28645 6.37384
C -8.17595 -4.20275 5.61726
H -8.75431 -5.20173 2.56524
H -9.55744 -7.23686 3.77074
H -9.43518 -7.26603 6.26735
H -8.52410 -5.26429 7.45558
H -7.77706 -3.30994 6.09063
N 0.01615 3.09948 2.58105
C -1.28956 3.31418 2.85377
C -1.80019 4.53476 3.26557
C -0.91940 5.60130 3.41123
C 0.43158 5.41090 3.13968
C 0.84683 4.15414 2.72977
H -1.93617 2.45056 2.72845
H -2.85882 4.65087 3.46826
H -1.28259 6.57286 3.73341
H 1.14356 6.22173 3.24409
H 1.89058 3.95626 2.50230
N -5.77743 -2.06487 6.14133
C -4.76258 -2.39778 5.31394
C -3.74852 -1.52678 4.94899
C -3.77658 -0.23322 5.45929
C -4.80996 0.14014 6.31243
C -5.77689 -0.80268 6.62232
H -4.78669 -3.41702 4.93946
H -2.95638 -1.84902 4.28271
H -2.99959 0.47806 5.19467
H -4.86062 1.14080 6.72642
H -6.60172 -0.56075 7.28673
```

Properties
Frontier orbital gap   0.2126 hartree
Net charge   -1
LUMO   1.84 eV

Results for total energy: -4717.940139; -7453.971802; -4206.592398 (in a.u., following the order of the records).